[1]
Formula: C41H44NOSi
Source: OMol25
Level of theory: ωB97M-V with the def2-TZVPD basis set

ORCA input file:
```
! wB97M-V def2-TZVPD RIJCOSX def2/J DEFGRID3
* xyz 1 1
C -5.91 0.82 -2.47
C -5.85 1.89 -1.56
C -5.14 1.76 -0.37
C -4.56 0.53 -0.01
C -3.79 0.39 1.23
C -2.97 1.46 1.64
C -2.27 1.50 2.83
C -1.49 2.61 3.32
C -0.85 2.51 4.58
C -0.04 3.54 5.05
C 0.14 4.70 4.28
C -0.51 4.82 3.04
C -1.32 3.80 2.56
C -3.92 -0.85 1.99
C -2.82 -1.47 2.64
C -2.98 -2.67 3.33
C -4.25 -3.24 3.47
C -5.36 -2.64 2.86
C -5.19 -1.49 2.10
C -4.69 -0.57 -0.90
C -5.31 -0.41 -2.14
H -6.42 0.93 -3.42
H -6.35 2.83 -1.80
H -5.06 2.61 0.32
H -2.92 2.31 0.97
H -2.45 0.71 3.57
H -1.01 1.61 5.18
H 0.45 3.44 6.02
H 0.78 5.50 4.65
H -0.39 5.73 2.45
H -1.85 3.90 1.62
H -1.84 -1.00 2.56
H -2.10 -3.14 3.78
H -4.37 -4.17 4.04
H -6.35 -3.07 2.98
H -6.05 -1.03 1.61
H -4.27 -1.54 -0.61
H -5.32 -1.24 -2.84
C -0.61 -2.19 -0.15
Si 0.58 -2.06 -1.59
C 1.75 -3.51 -1.65
C -0.31 -1.85 -3.20
O 1.41 -0.64 -1.31
C 2.78 -0.29 -1.32
C 3.46 -0.83 -0.05
C 2.69 -1.19 1.06
C 3.29 -1.87 2.14
C 4.68 -2.03 2.16
C 5.47 -1.48 1.15
C 4.86 -0.85 0.06
C 3.38 -0.75 -2.67
C 4.39 -1.73 -2.77
C 4.82 -2.17 -4.03
C 4.23 -1.68 -5.19
C 3.18 -0.75 -5.10
C 2.74 -0.32 -3.84
C 2.85 1.25 -1.19
C 2.26 1.84 0.10
C 1.99 3.30 -0.29
C 1.77 3.28 -1.80
N 2.15 1.94 -2.21
H -1.25 -3.07 -0.28
H -0.07 -2.30 0.81
H -1.25 -1.30 -0.08
H 1.15 -4.42 -1.52
H 2.26 -3.56 -2.62
H 2.51 -3.47 -0.85
H -0.82 -2.78 -3.46
H -1.06 -1.05 -3.11
H 0.38 -1.59 -4.01
H 1.63 -0.96 1.09
H 2.65 -2.24 2.94
H 5.14 -2.57 2.99
H 6.56 -1.54 1.19
H 5.47 -0.40 -0.74
H 4.83 -2.17 -1.88
H 5.62 -2.91 -4.08
H 4.57 -2.02 -6.17
H 2.69 -0.36 -5.99
H 1.88 0.33 -3.76
H 3.93 1.50 -1.24
H 1.32 1.32 0.32
H 2.94 1.71 0.95
H 1.14 3.73 0.25
H 2.88 3.90 -0.07
H 0.72 3.45 -2.07
H 2.37 4.05 -2.33
H 2.59 1.92 -3.12
*
```

Gap between HOMO and LUMO ... 0.1710 Ha
ΔE to the lowest compared entry with this formula, charge and spin ... 0.0 kJ/mol

Mulliken analysis output, partial charges in e: C -0.34; C -0.79; C -0.28; C -0.25; C 0.36; C -0.63; C 0.00; C 0.39; C -0.52; C -0.63; C -0.41; C -0.64; C -0.29; C 0.62; C 0.08; C -1.15; C -0.46; C -0.79; C -0.14; C -0.03; C -0.85; H 0.41; H 0.40; H 0.48; H 0.57; H 0.71; H 0.39; H 0.40; H 0.41; H 0.41; H 0.36; H 0.55; H 0.42; H 0.41; H 0.42; H 0.50; H 0.48; H 0.42; C -0.88; Si 0.30; C -0.97; C -1.20; O -0.54; C 2.72; C -0.32; C 0.10; C -1.12; C -0.62; C -1.10; C -0.42; C 0.12; C -0.40; C -0.94; C -0.57; C -1.38; C -0.74; C -0.02; C -0.53; C -0.27; C -0.89; N -0.25; H 0.50; H 0.29; H 0.08; H 0.51; H 0.25; H 0.30; H 0.40; H 0.30; H 0.30; H 0.42; H 0.41; H 0.41; H 0.42; H 0.61; H 0.51; H 0.41; H 0.41; H 0.40; H 0.96; H 0.30; H 0.11; H 0.33; H 0.06; H 0.36; H 0.39; H 0.24; H 0.25

[2]
Formula: C41H45ClN3P2Pr
Source: OMol25
Level of theory: ωB97M-V with the def2-TZVPD basis set

ORCA input file:
```
! wB97M-V def2-TZVPD RIJCOSX def2/J DEFGRID3
* xyz 2 3
Pr -0.02 -0.01 0.00
Cl 0.35 -0.04 -2.62
P -0.04 2.70 -0.23
P -0.05 -2.73 -0.11
C 0.06 3.45 1.40
C -1.59 3.16 -1.01
C 1.41 3.11 -1.20
C 1.58 -3.34 -0.49
C -0.58 -3.38 1.47
C -1.29 -3.04 -1.38
C 1.21 4.18 1.74
C 1.25 4.83 2.96
C 0.20 4.69 3.86
C -0.90 3.87 3.57
C -0.97 3.23 2.34
H 2.02 4.25 1.02
H 2.10 5.48 3.19
H 0.21 5.23 4.81
H -1.72 3.78 4.27
H -1.83 2.62 2.06
C 2.67 2.52 -0.94
C 3.77 2.98 -1.66
C 3.60 3.96 -2.65
C 2.33 4.47 -2.97
C 1.23 4.01 -2.26
H 2.77 1.74 -0.18
H 4.77 2.59 -1.42
H 4.48 4.34 -3.18
H 2.21 5.23 -3.74
H 0.22 4.36 -2.49
C -2.06 4.43 -0.68
C -3.22 4.91 -1.28
C -3.91 4.09 -2.18
C -3.47 2.79 -2.47
C -2.31 2.30 -1.88
H -1.52 5.03 0.05
H -3.56 5.92 -1.05
H -4.81 4.47 -2.68
H -4.02 2.16 -3.19
H -1.93 1.31 -2.11
C -1.84 -3.99 1.57
C -2.23 -4.55 2.78
C -1.40 -4.42 3.90
C -0.19 -3.71 3.83
C 0.22 -3.17 2.62
H -2.47 -4.03 0.68
H -3.15 -5.11 2.83
H -1.68 -4.91 4.83
H 0.45 -3.61 4.71
H 1.15 -2.61 2.52
C 2.56 -2.58 -1.18
C 3.77 -3.19 -1.48
C 4.01 -4.51 -1.07
C 3.05 -5.23 -0.33
C 1.84 -4.63 -0.02
H 2.33 -1.57 -1.51
H 4.53 -2.65 -2.06
H 4.95 -4.99 -1.33
H 3.23 -6.25 0.00
H 1.09 -5.14 0.57
C -1.03 -4.14 -2.21
C -1.99 -4.52 -3.15
C -3.16 -3.76 -3.28
C -3.38 -2.61 -2.50
C -2.44 -2.23 -1.55
H -0.10 -4.68 -2.09
H -1.82 -5.41 -3.76
H -3.92 -4.06 -4.00
H -4.30 -2.02 -2.62
H -2.59 -1.32 -0.95
H 3.22 -0.05 -3.83
H 2.58 -0.07 -4.22
C 2.56 0.09 4.36
N 1.13 0.15 4.55
C 0.67 -0.10 5.91
C 0.34 0.14 3.46
N 0.91 0.02 2.26
N -1.00 0.21 3.60
C -1.73 0.83 4.69
C -1.85 -0.19 2.49
H 2.99 0.04 5.36
H 2.94 0.98 3.84
H 2.88 -0.80 3.79
H 0.30 0.81 6.40
H -0.10 -0.87 5.99
H 1.56 -0.44 6.46
H 1.91 0.03 2.48
H -2.51 1.46 4.24
H -2.23 0.06 5.31
H -1.11 1.46 5.32
H -1.73 0.47 1.56
H -1.73 -1.27 2.26
H -2.87 0.01 2.84
*
```

Gap between HOMO and LUMO (alpha / beta) ... 0.2653 / 0.2669 Ha

Mulliken analysis output, partial charges in e: Pr -0.82; Cl -0.35; P 1.51; P 1.52; C 0.49; C 0.48; C 0.43; C 0.63; C 0.00; C 0.61; C -0.83; C -0.66; C -0.75; C -0.98; C -0.19; H 0.41; H 0.45; H 0.43; H 0.54; H 0.72; C -0.01; C -0.83; C -0.61; C -0.69; C -0.59; H 0.36; H 0.45; H 0.41; H 0.45; H 0.43; C -0.33; C -0.74; C -0.60; C -0.82; C -0.06; H 0.48; H 0.44; H 0.40; H 0.45; H 0.17; C -0.40; C -0.83; C -0.65; C -0.67; C 0.04; H 0.48; H 0.45; H 0.44; H 0.52; H 0.39; C -0.26; C -0.81; C -0.57; C -0.76; C -0.38; H 0.17; H 0.44; H 0.41; H 0.44; H 0.49; C -0.58; C -0.70; C -0.62; C -0.79; C 0.21; H 0.41; H 0.45; H 0.41; H 0.44; H 0.22; H -0.01; H 0.00; C -1.20; N 0.49; C -1.14; C -0.23; N 0.53; N 0.63; C -1.57; C -0.67; H 0.38; H 0.34; H 0.45; H 0.35; H 0.39; H 0.38; H 0.02; H 0.59; H 0.34; H 0.40; H 0.28; H -0.07; H 0.57

[3]
Formula: C41H45ClN4O3P2Rb
Source: OMol25
Level of theory: ωB97M-V with the def2-TZVPD basis set

ORCA input file:
```
! wB97M-V def2-TZVPD RIJCOSX def2/J DEFGRID3
* xyz 1 1
Rb 0.46 -0.81 -0.31
O -0.66 -2.20 2.26
C 0.10 -2.44 3.45
C 1.04 -3.59 3.22
C 2.08 -3.32 2.12
C 2.92 -2.10 2.40
C 3.92 -2.13 3.38
C 4.65 -0.99 3.65
C 4.37 0.17 2.94
C 3.38 0.12 1.98
N 2.66 -0.98 1.71
H -1.39 -1.61 2.49
H -0.58 -2.68 4.28
H 0.65 -1.54 3.72
H 0.47 -4.49 2.96
H 1.56 -3.81 4.16
H 1.55 -3.16 1.18
H 2.72 -4.19 1.99
H 4.11 -3.05 3.91
H 5.42 -1.00 4.40
H 4.91 1.09 3.12
H 3.13 1.00 1.40
N -1.68 1.95 0.07
P -0.38 1.95 1.21
C -0.24 3.71 1.63
C 0.80 4.42 1.03
C 0.91 5.79 1.22
C -0.01 6.46 2.01
C -1.05 5.75 2.62
C -1.16 4.38 2.43
C -1.19 1.22 2.69
C -2.44 0.61 2.63
C -2.98 0.00 3.76
C -2.28 0.02 4.96
C -1.04 0.64 5.03
C -0.50 1.23 3.90
P -1.26 1.58 -1.56
C -0.32 3.04 -2.13
C 1.02 2.86 -2.48
C 1.82 3.95 -2.81
C 1.29 5.23 -2.77
C -0.05 5.42 -2.42
C -0.84 4.34 -2.10
C -2.88 1.82 -2.37
C -4.07 1.52 -1.70
C -5.29 1.62 -2.36
C -5.34 2.01 -3.69
C -4.16 2.30 -4.36
C -2.94 2.21 -3.71
H -2.34 2.71 0.19
H 1.50 3.90 0.39
H 1.72 6.34 0.75
H 0.07 7.53 2.16
H -1.77 6.27 3.24
H -1.96 3.84 2.93
H -2.98 0.59 1.69
H -3.95 -0.48 3.70
H -2.70 -0.45 5.84
H -0.50 0.67 5.96
H 0.47 1.72 3.96
H 1.43 1.85 -2.51
H 2.85 3.80 -3.09
H 1.91 6.08 -3.02
H -0.46 6.42 -2.40
H -1.88 4.49 -1.84
H -4.04 1.19 -0.67
H -6.21 1.39 -1.82
H -6.29 2.08 -4.20
H -4.19 2.61 -5.40
H -2.03 2.46 -4.24
Cl 6.08 -4.99 -4.42
C 4.58 -4.49 -3.70
C 3.70 -5.42 -3.18
C 2.51 -5.02 -2.60
C 2.17 -3.67 -2.53
O 0.99 -3.27 -2.01
C 3.06 -2.73 -3.05
C 2.84 -1.27 -3.05
O 1.91 -0.70 -2.52
C 4.26 -3.15 -3.63
H 3.95 -6.48 -3.23
H 1.83 -5.76 -2.20
H 3.60 -0.69 -3.60
H 4.94 -2.41 -4.04
N -1.05 -5.19 -1.54
C -2.19 -4.31 -1.88
C -2.25 -3.16 -0.88
N -3.07 -2.01 -1.25
H -1.02 -5.99 -2.16
H -1.17 -5.57 -0.61
H 0.39 -4.05 -1.83
H -3.13 -4.85 -1.89
H -2.02 -3.91 -2.88
H -1.23 -2.81 -0.74
H -2.58 -3.51 0.09
H -4.06 -2.24 -1.27
H -2.84 -1.64 -2.16
*
```

Gap between HOMO and LUMO ... 0.3031 Ha
ΔE to the lowest compared entry with this formula, charge and spin ... 0.0 kJ/mol

Mulliken analysis output, partial charges in e: Rb 2.13; O -0.24; C -0.28; C -1.15; C 0.30; C 0.24; C -0.73; C -0.45; C -0.80; C -0.42; N 0.39; H 0.06; H 0.50; H 0.26; H 0.46; H 0.40; H -0.69; H 0.53; H 0.46; H 0.42; H 0.44; H 0.39; N 0.01; P -0.32; C 0.38; C -0.45; C -0.56; C -0.55; C -0.66; C -0.32; C 1.00; C -1.08; C -0.21; C -0.58; C -0.57; C -0.82; P 0.12; C 0.30; C -0.76; C -0.52; C -0.45; C -0.85; C -0.27; C -0.03; C 0.07; C -0.66; C -0.54; C -0.57; C -0.82; H 0.42; H 0.31; H 0.44; H 0.39; H 0.43; H 0.38; H 0.42; H 0.42; H 0.42; H 0.42; H 0.47; H 0.55; H 0.46; H 0.42; H 0.43; H 0.42; H 0.26; H 0.43; H 0.38; H 0.41; H 0.44; Cl -0.21; C -0.09; C -0.58; C -0.66; C 0.51; O 0.09; C 0.81; C -0.24; O -0.53; C -0.90; H 0.44; H 0.42; H 0.34; H 0.41; N -0.61; C -0.79; C 0.14; N -0.42; H 0.26; H 0.19; H 0.10; H 0.44; H 0.32; H -0.50; H 0.37; H 0.25; H 0.20

[4]
Formula: C41H45HgNP2
Source: OMol25
Level of theory: ωB97M-V with the def2-TZVPD basis set

ORCA input file:
```
! wB97M-V def2-TZVPD RIJCOSX def2/J DEFGRID3
* xyz 0 1
Hg 0.15 -0.06 -2.60
C -0.17 2.10 -2.96
C -1.05 2.47 -1.82
C -2.55 2.26 -2.05
C -2.95 1.09 -2.98
C -2.02 -0.07 -3.17
C -1.15 -0.29 -4.29
C -0.60 0.82 -5.13
C -0.62 2.21 -4.41
C 0.94 -0.76 -0.77
H 0.85 2.48 -2.87
H -0.90 3.51 -1.47
H -2.96 3.18 -2.50
H -3.09 2.15 -1.11
H -3.88 0.66 -2.56
H -3.27 1.48 -3.96
H -2.41 -0.98 -2.72
H -1.13 -1.29 -4.72
H -1.12 0.87 -6.10
H 0.45 0.59 -5.37
H 0.08 2.89 -4.94
H -1.63 2.63 -4.51
H 1.88 -1.20 -1.12
H 0.22 -1.50 -0.40
H 1.13 -0.02 0.02
P -0.25 1.77 -0.06
P -1.90 -2.47 -0.21
C -1.59 0.54 0.24
C -2.09 -0.77 0.24
C -0.40 2.63 1.57
C -1.43 3.52 1.91
C -1.43 4.16 3.16
C -0.44 3.89 4.11
C 0.55 2.94 3.80
C 0.54 2.30 2.57
C 1.60 2.34 -0.47
C 2.50 1.71 -1.37
C 3.65 2.33 -1.84
C 4.05 3.55 -1.30
C 3.22 4.18 -0.38
C 2.00 3.60 0.00
C -2.24 -3.65 1.04
C -2.34 -3.20 2.38
C -2.75 -4.09 3.37
C -3.07 -5.42 3.05
C -2.91 -5.88 1.73
C -2.50 -5.02 0.72
C -1.36 -3.26 -1.70
C 0.00 -3.66 -1.73
C 0.57 -4.15 -2.89
C -0.19 -4.26 -4.06
C -1.54 -3.92 -4.05
C -2.15 -3.47 -2.88
H -2.36 1.20 0.70
H -3.09 -0.79 0.75
H -2.23 3.73 1.21
H -2.20 4.89 3.40
H -0.43 4.41 5.07
H 1.34 2.73 4.53
H 1.27 1.53 2.38
H 2.32 0.71 -1.79
H 4.25 1.85 -2.63
H 5.00 3.99 -1.59
H 3.52 5.13 0.06
H 1.35 4.14 0.68
H -2.10 -2.17 2.61
H -2.82 -3.75 4.41
H -3.43 -6.10 3.82
H -3.11 -6.93 1.50
H -2.38 -5.37 -0.31
H 0.60 -3.52 -0.84
H 1.63 -4.43 -2.89
H 0.28 -4.62 -4.98
H -2.13 -4.02 -4.97
H -3.23 -3.27 -2.85
C 4.61 0.68 2.08
C 3.85 0.23 3.26
C 4.39 -0.10 4.56
C 3.28 -0.46 5.35
C 2.13 -0.34 4.50
C 0.72 -0.57 4.86
N 2.51 0.07 3.26
H 5.28 -0.11 1.72
H 5.22 1.56 2.32
H 3.91 0.96 1.27
H 5.43 -0.06 4.82
H 3.24 -0.77 6.39
H 0.66 -1.28 5.70
H 0.22 0.37 5.15
H 0.18 -0.99 4.00
*
```

Gap between HOMO and LUMO ... 0.1151 Ha
ΔE to the lowest compared entry with this formula, charge and spin ... 795.0 kJ/mol

Mulliken analysis output, partial charges in e: Hg 1.52; C -1.49; C 0.17; C -1.04; C -1.43; C 0.22; C -0.42; C -0.74; C -1.29; C -2.10; H 0.81; H 1.08; H 0.64; H 0.28; H 0.51; H 0.26; H 0.35; H 0.43; H 0.52; H 0.28; H 0.42; H 0.32; H 0.66; H -0.34; H 1.06; P 0.15; P 0.68; C -0.06; C -1.19; C 0.43; C -0.59; C -0.66; C -0.59; C -0.84; C 0.17; C 1.98; C -0.48; C -0.81; C -0.74; C -0.70; C -0.89; C 0.71; C -0.56; C -0.54; C -0.49; C -0.57; C -0.62; C 0.30; C -0.05; C -0.78; C -0.37; C -0.66; C -0.33; H 0.54; H 0.54; H 0.36; H 0.39; H 0.39; H 0.53; H 0.40; H -0.08; H 0.41; H 0.39; H 0.42; H 0.47; H 0.18; H 0.39; H 0.36; H 0.37; H 0.31; H 0.57; H 0.42; H 0.40; H 0.37; H 0.34; C -0.60; C 0.34; C -1.05; C -0.72; C 0.21; C -0.81; N -0.18; H 0.29; H 0.26; H -0.14; H 0.41; H 0.42; H 0.41; H 0.14; H -0.04

[5]
Formula: C41H46AsNO7W
Source: OMol25
Level of theory: ωB97M-V with the def2-TZVPD basis set

ORCA input file:
```
! wB97M-V def2-TZVPD RIJCOSX def2/J DEFGRID3
* xyz 4 3
W 0.26 -0.12 1.39
C 1.54 -1.26 4.01
C 0.47 -0.33 4.59
O -0.06 0.48 3.50
C -1.21 1.29 3.85
C -1.91 1.52 2.53
O -0.89 1.71 1.50
C -0.26 3.05 1.63
C 1.17 2.91 1.18
O 1.65 1.61 1.63
C 2.59 1.61 2.74
C 3.11 0.20 2.81
O 1.99 -0.73 2.73
H 1.14 -2.25 3.80
H 2.39 -1.35 4.67
H 0.86 0.35 5.35
H -0.35 -0.92 5.02
H -0.85 2.20 4.34
H -1.86 0.76 4.54
H -2.58 2.38 2.54
H -2.46 0.63 2.23
H -0.35 3.35 2.67
H -0.82 3.74 1.00
H 1.80 3.70 1.59
H 1.25 2.92 0.10
H 2.07 1.93 3.64
H 3.40 2.31 2.51
H 3.68 0.02 3.72
H 3.74 -0.04 1.96
C 1.72 4.20 -3.09
C 2.88 3.60 -2.65
C 2.84 2.36 -2.02
C 1.62 1.73 -1.84
C 0.44 2.33 -2.29
C 0.49 3.56 -2.92
As 1.54 0.00 -0.99
C 0.97 -1.22 -2.36
C -0.24 -1.30 -3.04
C -0.40 -2.26 -4.02
C 0.64 -3.13 -4.32
C 1.86 -3.03 -3.66
C 2.04 -2.07 -2.67
C 3.31 -1.81 -1.96
C 4.50 -2.48 -2.19
C 5.67 -2.08 -1.54
C 5.66 -0.98 -0.70
C 4.48 -0.30 -0.45
C 3.31 -0.74 -1.06
H 1.76 5.16 -3.59
H 3.84 4.09 -2.81
H 3.77 1.90 -1.71
H -0.52 1.83 -2.19
H -0.41 4.02 -3.29
H -1.05 -0.60 -2.86
H -1.33 -2.33 -4.57
H 0.52 -3.88 -5.09
H 2.67 -3.70 -3.93
H 4.55 -3.31 -2.88
H 6.59 -2.61 -1.73
H 6.59 -0.64 -0.24
H 4.51 0.60 0.15
C -3.32 2.60 -3.75
O -3.01 1.83 -2.55
C -3.94 1.63 -1.63
C -5.22 2.17 -1.67
C -6.10 1.87 -0.65
C -5.72 1.03 0.42
C -4.47 0.49 0.49
C -3.53 0.77 -0.53
N -2.26 0.32 -0.62
C -1.51 -0.68 0.10
C -2.26 -1.81 0.73
C -3.39 -2.48 0.26
C -3.83 -3.61 0.94
C -3.14 -4.09 2.06
C -1.99 -3.47 2.51
C -1.59 -2.34 1.82
O -0.43 -1.65 2.13
H -3.56 3.62 -3.47
H -4.15 2.13 -4.27
H -2.42 2.57 -4.35
H -5.53 2.81 -2.48
H -7.10 2.28 -0.67
H -6.44 0.81 1.20
H -4.22 -0.18 1.30
H -1.80 0.67 -1.45
H -0.87 -1.14 -0.67
H -3.91 -2.14 -0.62
H -4.70 -4.13 0.59
H -3.51 -4.98 2.56
H -1.43 -3.85 3.35
C 2.15 -3.36 0.82
O 1.14 -2.52 0.22
H 2.63 -3.97 0.05
H 1.70 -4.01 1.58
H 2.89 -2.71 1.27
H 0.53 -3.08 -0.28
*
```

Gap between HOMO and LUMO (alpha / beta) ... 0.1937 / 0.1901 Ha
ΔE to the lowest compared entry with this formula, charge and spin ... 197.1 kJ/mol

Mulliken analysis output, partial charges in e: W 1.97; C -0.66; C -0.86; O -0.02; C -0.96; C -0.29; O -0.66; C -0.79; C -0.01; O -0.52; C -0.54; C -0.51; O -0.42; H 0.24; H 0.65; H 0.44; H 0.50; H 0.40; H 0.48; H 0.57; H -0.10; H 0.33; H 0.61; H 0.77; H -0.45; H 0.19; H 0.66; H 0.80; H -0.16; C -0.76; C -1.01; C -0.18; C -0.17; C 0.27; C -0.78; As 2.66; C 0.27; C -0.48; C -1.05; C -1.21; C -0.76; C 0.22; C 0.81; C -0.70; C -1.12; C -1.18; C -0.85; C 0.44; H 0.47; H 0.48; H 0.44; H 0.17; H 0.46; H 0.68; H 0.53; H 0.46; H 0.51; H 0.49; H 0.47; H 0.51; H 0.63; C -1.17; O -0.14; C 0.70; C -0.72; C -0.88; C -1.07; C -0.24; C 1.07; N 1.36; C -0.41; C -0.18; C -0.20; C -1.04; C -0.84; C -1.25; C 0.34; O 1.11; H 0.44; H 0.50; H 0.37; H 0.57; H 0.47; H 0.51; H 0.41; H -0.16; H -0.50; H 0.63; H 0.52; H 0.52; H 0.60; C -0.89; O 0.15; H 0.35; H 0.32; H 0.21; H 0.19